Record 1
DFT (ωB97M-V/def2-TZVPD) results for a structure of composition C22H37MoO2Si.

Summary:
HOMO level (spin up / spin down) = -0.420 / -0.421 hartree
Spin multiplicity = 3
Charge = +1
Orbital gap (spin up / spin down) = 7.60 / 6.72 eV

Geometry as XYZ:
```
63
Properties=species:S:1:pos:R:3:forces:R:3:lowdin_charge:R:1
O 0.08270 -0.34160 -4.16047 -0.3 0.5 -1.4 -0.12
C 0.05851 0.94529 -4.84789 0.1 0.3 0.5 -0.15
C -0.02170 0.33757 -6.24319 0.0 -0.3 0.8 -0.06
H 0.98832 1.47929 -4.62911 -0.2 0.2 0.0 0.13
H -0.82014 1.53217 -4.56606 0.2 0.0 0.0 0.11
C 0.05216 -0.99722 -5.45399 -0.1 -0.5 -1.3 -0.58
H 0.84871 0.56854 -6.85983 -0.3 -0.2 -0.1 0.12
H -0.98010 0.48593 -6.74578 0.3 0.1 -0.1 0.12
C 1.31534 -1.76615 -5.75940 0.2 -0.3 0.0 -0.02
H 2.20333 -1.14622 -5.61628 -0.1 0.0 0.0 0.09
H 1.29477 -2.10881 -6.80543 0.0 0.1 0.3 0.10
H 1.39347 -2.64906 -5.11892 0.1 0.0 0.0 0.09
C -1.17073 -1.87603 -5.63618 0.0 -0.2 0.1 -0.02
H -2.08535 -1.34168 -5.36427 0.1 0.0 -0.1 0.09
H -1.09154 -2.76058 -4.99400 -0.1 0.0 -0.1 0.08
H -1.24089 -2.20723 -6.68571 0.0 0.1 0.4 0.10
Mo -0.30106 -0.69945 2.70277 -5.6 1.8 0.1 1.32
C -2.29535 -1.04609 3.84459 -0.5 0.6 -0.7 -0.20
C -2.30752 0.38705 3.98657 0.7 -1.1 0.0 -0.12
C -2.50133 0.97219 2.69962 0.5 -1.2 -0.6 -0.09
H -2.30067 0.90780 4.94943 0.3 -0.2 -0.5 0.12
C -2.62400 -0.08210 1.73853 0.1 -0.4 1.1 -0.12
C -2.51457 -1.34544 2.43478 0.0 1.1 0.4 -0.19
H -2.73464 -2.31846 2.00673 0.1 0.3 0.1 0.12
H -2.28055 -1.77609 4.65619 0.0 0.4 -0.3 0.12
H -2.63875 2.02801 2.49366 0.3 -0.2 0.0 0.12
H -2.91908 0.03107 0.69794 0.3 0.0 0.4 0.10
C 0.61537 -2.30215 3.94943 0.6 -0.3 -0.3 -0.16
C -0.18177 -2.96343 2.96543 1.2 -0.1 -0.3 -0.15
C 0.30988 -2.59358 1.66085 1.0 -0.3 0.9 -0.15
H -0.98009 -3.66968 3.16522 0.0 0.4 0.0 0.13
C 1.44137 -1.72762 1.84758 0.5 -0.5 -0.1 -0.20
C 1.62884 -1.54370 3.26226 0.5 -0.6 0.1 -0.24
H 2.44006 -1.01497 3.73612 0.0 -0.1 -0.1 0.10
H 0.50348 -2.36028 5.03703 0.0 0.1 -0.6 0.14
H -0.04429 -2.97643 0.71362 -0.1 0.3 0.1 0.13
H 2.06013 -1.29449 1.05518 -0.3 -0.2 0.4 0.13
O 1.45113 0.41746 -1.84575 -1.7 0.7 0.4 -0.14
C 0.31162 -0.43121 -1.52218 0.8 -0.4 0.5 -0.19
C -0.98166 0.39997 -1.44509 0.2 -0.3 0.1 -0.15
H 0.49595 -0.87366 -0.53388 0.1 0.1 0.1 0.07
H 0.26370 -1.25509 -2.23866 0.1 0.4 0.1 0.11
C -0.48938 1.82936 -1.64660 0.5 0.2 -1.2 -0.15
H -1.47166 0.26874 -0.47048 0.4 0.1 -0.4 0.05
H -1.68051 0.06062 -2.21448 0.1 0.3 0.0 0.11
C 1.04549 1.76590 -1.48539 0.1 -0.2 0.4 -0.17
H -0.98360 2.59420 -1.03763 0.2 -0.2 0.0 0.11
H -0.61866 2.08330 -2.70733 -0.4 0.2 0.5 0.08
H 1.32815 1.97072 -0.43514 0.1 -0.1 -0.2 0.10
H 1.55333 2.50287 -2.14132 -0.1 -0.6 0.4 0.13
C 2.54605 1.53166 2.68656 -0.1 -0.1 -0.1 -0.22
Si 0.87496 1.38879 3.56306 1.2 0.5 0.6 0.47
C 1.21875 1.30392 5.42037 -0.2 -0.2 -0.1 -0.21
C -0.01984 3.01569 3.28938 -0.3 0.0 -0.2 -0.23
H 3.31077 0.92098 3.18084 -0.1 0.1 -0.1 0.03
H 2.87804 2.57783 2.71356 0.0 -0.2 0.0 0.04
H 2.47895 1.21552 1.63848 0.1 0.1 0.1 0.01
H 1.70272 2.23325 5.75469 -0.1 -0.2 -0.1 0.04
H 0.28367 1.18512 5.98253 0.2 0.0 0.0 0.02
H 1.87867 0.46436 5.66768 -0.1 0.1 0.1 0.02
H 0.69625 3.84142 3.39913 -0.1 -0.2 0.0 0.04
H -0.45535 3.06562 2.28521 0.1 0.2 0.1 0.02
H -0.81986 3.15625 4.02547 0.1 0.0 -0.1 0.03
```
Positions in Å, forces in eV/Å.

---

Record 2
DFT (ωB97M-V/def2-TZVPD) results for the ion C22H37N2O5S with charge +1.

Summary:
HOMO level = -0.396 hartree
Spin multiplicity = 1
Structure (SMILES) = CCCCS(=O)(=O)N[C@@H](Cc1ccc(OCCCCC2CC[NH2+]CC2)cc1)C(=O)O
Charge = +1
Orbital gap = 8.64 eV

Geometry as XYZ:
```
67
Properties=species:S:1:pos:R:3:forces:R:3:lowdin_charge:R:1
C -1.32686 -4.46646 -4.63144 0.3 0.0 0.0 -0.10
C 0.13495 -4.14681 -4.34510 -0.2 0.2 0.1 -0.25
C 0.31207 -2.96228 -3.39010 0.2 0.0 -0.3 -0.25
C -0.23674 -3.24282 -2.00350 0.3 0.5 0.3 -0.22
S 0.24908 -1.86907 -0.93884 -0.4 0.6 0.1 0.69
O 1.66613 -1.62677 -0.99266 0.3 -0.6 0.2 -0.28
O -0.52176 -0.70622 -1.37715 -0.7 -0.6 0.1 -0.32
N -0.15715 -2.12440 0.63753 0.2 -0.1 -0.7 -0.06
C 0.82060 -2.69044 1.54172 0.5 -0.2 0.2 -0.26
C 0.44172 -2.38962 3.00468 0.1 0.3 -0.2 -0.08
C 0.25658 -0.91043 3.19146 -0.1 -0.1 0.1 -0.24
C -1.00334 -0.35710 3.35160 0.2 -0.1 0.0 -0.02
C -1.18303 1.01275 3.44061 0.0 0.4 0.1 -0.01
C -0.08580 1.86219 3.35156 0.1 -0.3 0.0 -0.28
O -0.12973 3.21573 3.33060 0.3 -0.3 0.0 -0.06
C -1.35815 3.90863 3.43954 -0.4 0.3 0.0 -0.17
C -2.29909 3.81910 2.21368 0.2 -0.3 0.0 -0.16
C -1.66580 3.24326 0.94448 0.1 0.3 0.1 -0.19
C -0.49992 4.08423 0.42428 0.0 -0.2 -0.1 -0.15
C 0.35222 3.38993 -0.64636 -0.2 0.0 0.2 -0.31
C 1.13848 2.20523 -0.07644 0.0 0.3 -0.3 -0.13
C 2.01347 1.57219 -1.14669 0.4 0.1 0.7 -0.12
N 1.15640 1.14264 -2.27444 -0.1 -0.4 -0.1 0.03
C 0.43383 2.27667 -2.88775 -0.5 0.5 -0.3 -0.12
C -0.47463 2.90019 -1.83767 0.4 0.2 0.1 -0.13
C 1.19179 1.30475 3.24262 -0.1 0.2 0.0 -0.01
C 1.35649 -0.05918 3.16053 -0.2 0.0 0.0 -0.03
C 0.98340 -4.18541 1.31428 -0.3 -0.1 -0.5 -0.48
O 0.36775 -4.78785 0.47061 0.0 -0.2 0.2 0.11
O 1.86513 -4.73824 2.12604 0.5 -0.1 0.5 0.16
H -1.39462 -5.24196 -5.38921 -0.1 -0.1 0.0 0.08
H -1.83330 -4.82478 -3.73941 -0.1 -0.1 0.1 0.07
H -1.84818 -3.58574 -4.99940 -0.1 0.1 0.0 0.08
H 0.63826 -3.90481 -5.28248 0.1 0.0 0.0 0.11
H 0.62523 -5.02484 -3.92251 0.1 0.0 0.0 0.11
H 1.37621 -2.73564 -3.29101 0.0 0.0 -0.1 0.11
H -0.19053 -2.08311 -3.80049 0.0 0.0 -0.1 0.11
H -1.32142 -3.26341 -1.97931 -0.2 -0.1 0.1 0.11
H 0.17264 -4.15161 -1.57467 0.0 0.0 0.1 0.09
H -1.09154 -2.48285 0.75964 -0.3 0.0 -0.1 0.14
H 1.77108 -2.20583 1.29706 0.0 -0.1 0.2 0.15
H 1.24317 -2.76541 3.64202 -0.1 -0.1 0.0 0.13
H -0.47946 -2.91986 3.25265 0.0 -0.1 0.1 0.13
H -1.86891 -1.00078 3.40963 -0.1 -0.1 0.0 0.12
H -2.17857 1.40570 3.56712 -0.1 0.1 0.0 0.11
H -1.04347 4.94450 3.58775 -0.1 -0.2 0.0 0.13
H -1.89023 3.58759 4.34267 0.1 0.0 0.0 0.13
H -2.67049 4.82245 2.00214 -0.1 0.0 0.0 0.12
H -3.16452 3.20252 2.46250 0.0 0.1 0.0 0.10
H -1.33319 2.22494 1.14553 -0.1 -0.1 -0.1 0.09
H -2.44860 3.19191 0.18536 0.0 -0.1 0.0 0.12
H 0.15488 4.33862 1.25735 0.0 0.1 0.0 0.12
H -0.89229 5.01684 0.01416 0.0 0.1 0.0 0.13
H 1.07324 4.13132 -1.01071 0.0 0.0 -0.1 0.15
H 1.76385 2.53788 0.75027 0.1 -0.1 0.0 0.13
H 0.45730 1.44482 0.30694 0.0 -0.1 0.1 0.11
H 2.75408 2.28515 -1.51784 -0.1 -0.1 -0.1 0.14
H 2.52145 0.68904 -0.75571 0.0 0.1 -0.2 0.12
H 1.72034 0.64423 -2.96516 -0.1 0.0 0.1 0.18
H 0.44088 0.44852 -1.88938 0.5 0.3 -0.4 0.08
H -0.15045 1.90946 -3.73271 0.1 -0.1 0.0 0.14
H 1.16136 3.00728 -3.25116 0.0 -0.1 0.0 0.14
H -1.19189 2.14859 -1.50737 -0.1 0.0 0.0 0.12
H -1.02464 3.72948 -2.28167 -0.1 0.0 -0.1 0.13
H 2.04008 1.97050 3.22624 0.1 0.1 0.0 0.12
H 2.35105 -0.47092 3.07387 0.2 0.0 0.0 0.12
H 1.95307 -5.69418 1.96955 -0.2 0.2 -0.2 0.15
```
Positions in Å, forces in eV/Å.

---

Record 3
DFT (ωB97M-V/def2-TZVPD) results for a structure of composition C22H37N2PPtSi.

Summary:
HOMO level (spin up / spin down) = -0.379 / -0.525 hartree
Spin multiplicity = 5
Charge = +2
Orbital gap (spin up / spin down) = 5.31 / 4.81 eV

Geometry as XYZ:
```
64
Properties=species:S:1:pos:R:3:forces:R:3:lowdin_charge:R:1
C -2.79309 -0.22254 -3.66817 -1.3 -2.5 -0.7 -0.03
C -2.30986 -1.29453 -2.92042 0.6 -0.5 1.3 -0.03
C -1.44283 -1.08811 -1.83220 -1.6 -3.6 -2.4 -0.28
C -1.18433 0.22980 -1.42044 1.7 1.9 3.1 -0.26
C -1.48719 1.28102 -2.30448 -1.4 1.1 -2.7 -0.33
C -2.34668 1.06906 -3.38425 2.1 3.1 2.1 0.00
C -0.84957 -2.28261 -1.14304 0.1 0.0 -0.3 -0.12
C 0.69750 -2.24190 -1.02488 -0.9 -0.7 1.5 -0.14
N 1.39989 -3.08885 -1.96946 1.5 3.1 -0.2 -0.07
Pt -0.55501 0.78780 0.51728 0.0 -0.5 -0.6 0.86
C -0.89883 2.63102 -2.02599 0.5 0.5 0.4 -0.26
P 0.37851 2.33910 -0.71392 -0.8 1.1 -2.3 0.67
H -2.58656 -2.32387 -3.16536 0.0 0.4 -0.1 0.13
H -2.64243 1.92189 -3.99942 0.1 -0.3 0.1 0.14
H -3.48878 -0.39647 -4.48637 0.2 0.0 0.1 0.13
H -1.63334 3.35243 -1.63503 0.1 -0.2 -0.1 0.11
H -0.42740 3.08666 -2.90763 -0.2 -0.1 0.1 0.11
H -1.24282 -2.35423 -0.11494 0.1 0.0 -0.4 0.08
H -1.13974 -3.20748 -1.66660 0.0 0.3 0.2 0.13
H 1.05500 -1.18804 -1.07271 0.1 -0.5 -0.4 0.13
C 0.76492 3.93038 0.01643 0.2 0.1 0.2 -0.23
C 1.85707 1.86625 -1.66075 0.2 0.0 0.3 -0.22
H 0.97222 -2.60324 -0.01731 0.0 0.2 -0.4 0.12
C 1.30126 -2.73014 -3.36569 -0.6 -1.0 -1.0 0.01
C 2.74860 -3.42440 -1.56882 0.3 -1.6 0.3 0.00
H -0.30445 1.54854 2.05538 -0.7 0.3 0.5 0.04
H 1.81730 -3.51212 -3.94080 -0.2 0.3 0.0 0.12
H 0.25325 -2.66345 -3.68420 0.2 0.1 0.2 0.11
H 1.79482 -1.76374 -3.60079 -0.1 -0.3 0.5 0.14
H 3.13470 -4.18212 -2.26867 0.0 0.3 0.3 0.12
H 3.43682 -2.55639 -1.59004 -0.6 -0.1 -0.1 0.14
H 2.73644 -3.83306 -0.54698 0.1 0.2 -0.4 0.12
H 2.17354 2.70896 -2.29035 0.0 -0.2 0.2 0.07
H 2.65317 1.61743 -0.94743 0.0 0.1 -0.3 0.06
H 1.66675 0.99966 -2.30570 -0.1 0.2 0.2 0.04
H 1.07189 4.63325 -0.77017 -0.1 -0.1 0.3 0.07
H -0.11179 4.32054 0.54941 0.3 -0.1 -0.1 0.07
H 1.59432 3.78143 0.72063 -0.2 0.3 -0.1 0.06
H 0.44210 1.50714 1.75108 1.0 -0.2 0.1 0.03
C -4.00108 -0.36564 0.39766 0.2 0.1 -0.2 -0.16
Si -3.05036 -0.51106 2.00102 -1.8 -0.8 0.4 0.41
C -3.28523 0.99149 3.08793 0.4 0.2 0.0 -0.16
C -3.64014 -2.01871 2.94204 0.1 0.0 0.0 -0.16
N -1.30834 -0.70416 1.70220 0.0 -0.2 0.1 -0.17
C -0.46721 -1.49386 2.48625 0.3 -0.7 0.3 -0.35
C 0.38081 -0.90302 3.45049 0.2 -0.1 -0.5 -0.03
C 1.22960 -1.69144 4.22755 -0.3 0.1 -0.2 -0.05
C 1.25395 -3.07771 4.05334 0.0 0.1 0.0 -0.05
C 0.39898 -3.68677 3.12641 -0.1 0.3 -0.2 -0.05
C -0.47092 -2.91376 2.35793 -0.2 0.5 0.3 -0.05
H -5.06897 -0.22483 0.63130 0.3 0.0 0.0 0.06
H -3.91213 -1.27437 -0.21438 0.0 0.2 0.2 0.04
H -3.67001 0.48445 -0.21475 -0.1 -0.1 0.1 0.02
H -4.31418 0.99650 3.48049 0.3 -0.1 -0.2 0.06
H -2.59826 0.96270 3.94567 -0.2 0.1 -0.1 0.04
H -3.12227 1.92681 2.53627 -0.1 -0.1 0.2 0.03
H -3.51651 -2.94512 2.36533 -0.1 0.2 0.1 0.04
H -3.11133 -2.13672 3.89808 -0.1 0.0 -0.2 0.05
H -4.71155 -1.90168 3.16314 0.3 -0.1 -0.1 0.05
H 0.34187 0.17999 3.56631 0.1 -0.4 0.2 0.09
H 1.87133 -1.20470 4.96218 -0.2 -0.2 -0.2 0.12
H 1.93870 -3.68511 4.64756 -0.3 0.2 -0.2 0.12
H 0.40719 -4.76948 2.99601 0.0 0.3 0.1 0.12
H -1.17222 -3.37218 1.65587 0.3 0.0 0.3 0.11
```
Positions in Å, forces in eV/Å.